[1]
The following is a DFT calculation (ωB97M-V with the def2-TZVPD basis set) of 2 unconnected molecules or ions with the total composition C20H31N2O.

Results
Net charge = +1
Total energy = -26261.8662 eV
Lowest unoccupied orbital energy = -0.15663 Eh

The geometry in XYZ format:
```
54
Properties=species:S:1:pos:R:3:forces:R:3
C -3.713 -0.251 2.454 0.1135 0.0545 0.0850
C -3.195 -1.494 1.737 -0.1603 0.1549 -0.0544
C -1.685 -1.673 1.895 -0.8551 -0.3827 0.2628
C -0.870 -0.418 2.053 0.6109 0.3709 -0.1210
N 0.478 -0.677 2.035 -0.6463 0.0513 -0.0879
C 1.045 -2.009 1.958 0.1709 -0.7598 -0.0391
C 2.567 -1.813 1.995 0.1248 -0.2052 -0.0017
C 2.824 -0.306 2.089 -0.1657 0.5894 -0.0261
C 1.435 0.368 2.167 0.7512 -0.0334 0.1832
C -1.421 0.827 2.171 -0.3656 -1.7518 -0.1214
C -2.897 1.009 2.112 -0.7655 -0.0338 -0.2994
H -4.758 -0.090 2.168 0.1222 0.0398 0.2152
H -3.675 -0.432 3.534 -0.0254 0.1116 -0.0732
H -3.700 -2.382 2.141 0.0983 0.1989 -0.1466
H -3.455 -1.463 0.673 0.0377 0.1745 0.0883
H -1.525 -2.311 2.773 0.2296 0.1501 -0.0593
H -1.354 -2.261 1.035 0.3008 0.1974 0.1203
H 0.719 -2.653 2.794 0.0382 0.3161 -0.2018
H 0.753 -2.539 1.036 0.0205 0.2930 0.2444
H 2.996 -2.334 2.855 -0.0290 0.0456 -0.2194
H 3.018 -2.223 1.086 -0.0103 0.0085 0.2452
H 3.397 -0.037 2.982 0.0493 -0.1229 -0.3022
H 3.347 0.072 1.204 0.0679 -0.1467 0.2744
H 1.328 1.106 1.357 -0.1101 0.0386 0.0691
H 1.327 0.874 3.139 -0.1515 0.0818 -0.0542
H -0.862 1.758 2.154 -0.0039 -1.0486 -0.0769
H -3.169 1.292 1.085 -0.1438 0.2189 0.0844
H -3.212 1.828 2.771 -0.0181 -0.0681 -0.1089
C -0.657 7.059 7.978 -0.0152 -0.1927 -0.2928
O 0.424 6.441 7.236 -0.3354 -0.4390 -0.5889
C 0.158 5.647 6.166 -0.2045 -0.2941 -0.2027
C 1.252 5.016 5.519 -0.6254 0.2213 0.2644
C 1.052 4.160 4.447 -0.2375 -0.1918 0.0315
C -0.243 3.895 3.932 -0.6204 0.3070 0.2521
C -0.318 3.178 2.632 2.6865 4.2514 -1.4260
N -0.689 3.874 1.514 1.0514 -1.5748 2.0625
C -0.268 3.419 0.194 0.0605 -0.5032 -0.4456
C -1.143 5.244 1.564 -1.0326 0.8632 0.1879
C -1.318 4.550 4.554 0.1830 0.1133 0.0189
C -1.132 5.393 5.649 0.0903 0.0569 0.3091
H -0.178 7.614 8.787 -0.0499 -0.1587 -0.2418
H -1.228 7.752 7.343 0.2237 -0.1998 0.1199
H -1.335 6.304 8.404 0.2705 0.1341 -0.1736
H 2.240 5.209 5.907 0.1229 -0.0209 -0.0834
H 1.927 3.726 3.967 -0.1209 -0.0673 0.1287
H 0.598 2.583 2.482 -0.8982 -0.1802 -0.1153
H -0.762 4.058 -0.540 0.1137 -0.3780 0.0184
H 0.823 3.496 0.036 -0.3699 0.0261 0.3081
H -0.571 2.374 0.045 0.0630 0.2514 0.0273
H -1.349 5.533 0.534 -0.1525 0.1547 0.2923
H -2.067 5.336 2.152 0.3877 0.1024 -0.3180
H -0.388 5.945 1.968 -0.1547 -0.5692 0.0020
H -2.322 4.433 4.156 0.0932 -0.1245 0.2150
H -1.997 5.852 6.126 0.1855 -0.1305 -0.2287
```
Positions in Å, forces in eV/Å.

---

[2]
The following is a DFT calculation (ωB97M-V with the def2-TZVPD basis set) of a molecular structure, C20H31N3O2.

Results
Net charge = 0
Total energy = -29790.8957 eV
Lowest unoccupied orbital energy = 0.02158 Eh

The geometry in XYZ format:
```
56
Properties=species:S:1:pos:R:3:forces:R:3
C -4.653 5.295 1.933 -1.9701 2.3893 1.9223
C -4.769 3.937 2.485 -0.6518 -3.3229 0.6996
C -4.809 2.785 1.410 5.2544 2.5883 -3.1577
C -4.854 1.416 1.862 -2.7204 -1.5371 -2.4413
C -3.745 1.093 2.682 2.7847 -1.3329 8.6948
C -2.216 1.291 2.328 0.2842 1.2528 -0.6861
O -1.382 2.151 2.896 -4.3855 -4.9244 -3.1932
N -2.055 0.419 1.155 2.6350 3.3751 2.7577
C -0.858 0.412 0.383 -1.2095 4.2196 5.9786
C 0.237 1.345 0.730 1.0898 -2.6755 -1.6507
C 1.347 1.052 -0.005 2.9063 3.9028 -0.7502
C 1.436 0.240 -1.267 5.1969 6.3806 4.9064
C 0.319 -0.261 -1.600 -5.2843 -4.0003 1.8464
C -0.822 -0.422 -0.561 2.0603 -2.7254 -8.4159
H -1.686 -1.012 -0.983 0.9486 0.5579 1.0691
H 0.437 -1.068 -2.220 -0.7829 -1.6473 -2.5492
N 2.625 0.573 -1.990 -2.5014 -3.0272 -3.3959
C 2.709 -0.313 -3.173 0.0695 -3.8425 9.7483
H 3.188 0.090 -3.844 5.9136 3.7917 -6.6882
C 3.120 -1.845 -2.830 -7.2772 1.6356 -4.3122
N 4.018 -1.838 -1.958 10.2301 0.6563 11.8584
C 4.310 -2.862 -0.772 -9.5341 0.8192 -10.3090
O 4.994 -2.710 0.073 8.0916 2.3789 8.1340
C 3.372 -3.997 -0.803 -9.3889 6.3571 -7.5561
C 1.795 -3.837 -0.293 10.2216 12.8284 6.6012
C 0.923 -4.801 -0.171 -3.0898 -8.5045 -1.6245
H 0.758 -4.864 -1.294 -1.2929 -1.8387 0.8764
H 0.006 -4.720 0.428 0.4249 0.3845 -0.3806
H 1.591 -5.712 0.257 -2.1283 1.3125 -1.2394
H 1.513 -2.692 -0.475 0.0071 -2.6081 -0.5231
H 2.181 -3.548 0.888 -1.0667 -0.4415 -2.1712
H 3.753 -4.791 -0.596 4.5142 -9.3112 3.5619
H 2.991 -4.257 -1.927 1.7236 0.6112 1.7034
C 4.858 -0.493 -1.860 -1.6915 -4.1655 8.7002
C 3.934 0.623 -1.426 -5.9593 -15.2832 2.8139
H 4.237 1.385 -1.599 7.1628 16.5006 -3.7553
H 3.673 0.581 -0.441 0.6791 -0.3675 3.1353
H 5.701 -0.707 -0.792 -2.4068 0.6641 -3.8591
H 5.293 -0.453 -2.727 2.9201 0.9111 -4.6579
H 2.277 -2.551 -2.564 0.3355 1.1580 -0.5804
H 3.539 -2.113 -3.709 0.6338 -1.6106 -3.9719
H 1.853 -0.422 -3.528 -7.7796 -0.5946 -3.1485
H 2.291 1.908 0.115 -2.7073 -2.7812 -0.0472
H 0.331 2.057 1.536 -0.7307 -0.1906 -0.0981
H -2.686 -0.300 0.869 -0.8401 0.0609 0.5977
H -3.911 0.020 3.121 0.8130 1.4513 -1.0847
H -3.831 1.652 3.824 0.1741 -1.0904 -3.2388
H -5.807 1.478 2.402 0.0405 -1.4422 0.4520
H -4.928 0.592 0.985 -0.1809 2.1115 1.6243
H -3.593 2.743 0.810 -3.4442 0.9494 1.2544
H -5.510 2.953 0.622 -0.5388 0.4260 -0.5098
H -3.828 3.705 3.044 -1.1846 0.2675 0.2950
H -5.756 3.745 3.068 1.7696 0.5897 -0.3096
H -5.510 5.530 1.300 0.2466 0.0805 -0.3690
H -4.664 6.139 2.748 0.0324 -1.7115 -1.2156
H -3.737 5.381 1.455 1.5836 0.3644 -1.3410
```
Positions in Å, forces in eV/Å.

---

[3]
The following is a DFT calculation (ωB97M-V with the def2-TZVPD basis set) of a molecular structure, C20H31N3O2S.

Results
Net charge = 0
Total energy = -40644.6587 eV
Lowest unoccupied orbital energy = 0.01451 Eh

The geometry in XYZ format:
```
57
Properties=species:S:1:pos:R:3:forces:R:3
C -1.443 4.161 1.365 -0.0016 -0.0029 -0.0006
C -1.481 3.972 -0.147 0.0302 0.0091 -0.0056
C -0.964 2.605 -0.593 -0.0359 -0.0429 -0.0047
C 0.543 2.453 -0.416 0.0100 -0.0073 0.0021
N 1.001 1.077 -0.538 -0.0113 0.0036 -0.0084
C 1.326 0.554 -1.853 0.0064 0.0082 0.0038
C 0.808 0.275 0.555 -0.0075 -0.0004 0.0080
O 0.370 0.734 1.597 0.0010 -0.0011 -0.0055
C 1.146 -1.197 0.392 0.0120 0.0020 -0.0017
C 1.059 -1.983 1.694 -0.0016 0.0055 -0.0013
C 0.721 -3.454 1.439 -0.0019 0.0029 0.0039
C 0.522 -4.212 2.749 0.0043 -0.0010 -0.0053
C 1.738 -4.085 3.663 -0.0059 0.0002 0.0110
C 2.100 -2.619 3.890 0.0047 -0.0017 -0.0065
C 2.308 -1.914 2.566 0.0044 0.0040 0.0009
C 3.238 -0.745 2.532 -0.0032 0.0073 0.0047
C 3.675 -2.068 1.955 0.0082 -0.0090 -0.0081
N -1.310 2.333 -1.984 -0.0151 0.0669 -0.0037
C -2.466 1.715 -2.342 0.0052 -0.0139 0.0123
O -3.228 1.214 -1.534 0.0038 -0.0054 -0.0021
C -2.736 1.665 -3.807 -0.0261 -0.0275 -0.0164
C -2.395 2.620 -4.723 -0.0004 -0.0004 -0.0246
S -2.944 2.149 -6.252 0.0150 0.0107 0.0169
N -3.602 0.734 -5.742 -0.0283 0.0003 -0.0056
C -3.446 0.596 -4.447 0.0404 0.0024 0.0135
C -3.982 -0.619 -3.760 0.0054 0.0049 0.0091
H -1.873 5.123 1.645 -0.0002 -0.0008 0.0026
H -2.014 3.376 1.863 -0.0011 0.0002 -0.0010
H -0.428 4.124 1.762 0.0012 0.0059 -0.0013
H -2.511 4.063 -0.499 -0.0004 0.0014 0.0000
H -0.906 4.759 -0.648 0.0002 -0.0001 0.0007
H -1.458 1.835 0.001 0.0039 0.0019 0.0065
H 1.073 3.057 -1.160 -0.0010 0.0041 0.0020
H 0.824 2.813 0.570 0.0002 0.0015 0.0016
H 2.144 -0.161 -1.800 0.0005 0.0005 -0.0052
H 0.472 0.076 -2.341 0.0005 -0.0066 0.0011
H 1.656 1.379 -2.483 -0.0014 -0.0002 0.0019
H 0.437 -1.610 -0.334 -0.0052 0.0015 0.0032
H 2.129 -1.303 -0.070 -0.0041 -0.0031 -0.0013
H 0.244 -1.541 2.276 -0.0028 -0.0042 -0.0006
H -0.183 -3.524 0.827 0.0008 -0.0017 -0.0009
H 1.534 -3.916 0.865 -0.0011 -0.0016 -0.0015
H -0.356 -3.803 3.262 0.0000 0.0019 0.0002
H 0.306 -5.264 2.548 -0.0004 0.0000 0.0014
H 1.549 -4.584 4.617 0.0024 -0.0016 -0.0019
H 2.591 -4.593 3.201 0.0009 0.0004 -0.0018
H 1.295 -2.119 4.441 -0.0024 -0.0003 -0.0003
H 3.004 -2.537 4.500 -0.0011 0.0001 0.0020
H 3.034 0.066 1.846 0.0011 -0.0049 -0.0021
H 3.678 -0.426 3.469 0.0012 -0.0043 0.0010
H 4.403 -2.651 2.505 -0.0032 0.0033 0.0064
H 3.775 -2.147 0.880 -0.0034 0.0045 -0.0006
H -0.746 2.743 -2.710 0.0105 -0.0086 0.0023
H -1.892 3.561 -4.556 -0.0001 -0.0011 0.0073
H -3.203 -1.106 -3.172 -0.0003 -0.0024 -0.0053
H -4.768 -0.341 -3.060 -0.0076 0.0011 -0.0043
H -4.370 -1.311 -4.503 0.0007 -0.0018 0.0017
```
Positions in Å, forces in eV/Å.

---

Taking the records one at a time from the top gives energy above the lowest of the compared OMol25 structures with the same formula, charge and spin values of 4.608 20.082 0.202 eV.
Taking the records one at a time from the top gives frontier orbital gap values of 5.968 8.288 9.700 eV.
Taking the records one at a time from the top gives largest force on an atom values of 0.1017 0.3574 0.0013 hartree/bohr.